C6H14N3S | wB97M-V/def2-TZVPD

Last column: Löwdin charge in e.
Cartesian coordinates (Å):
S (0.74424, 1.07040, 0.96760)  1.16
N (0.43278, 1.67321, -1.84282)  0.00
N (1.88230, -1.69620, -1.47817)  0.17
N (0.88064, 0.38067, -2.15003)  -0.03
C (-1.02804, -0.55298, 0.08144)  -0.18
C (-1.54824, -0.03164, 1.50642)  -0.18
C (1.07473, -1.51627, 1.28864)  -0.07
C (-0.98737, 1.39023, 1.46921)  -0.33
C (0.46880, -0.61619, 0.14469)  -0.50
C (1.20969, -0.63065, -1.30253)  -0.40
H (-0.51590, 2.00570, -2.12314)  0.15
H (2.24594, -1.78076, -2.44007)  0.08
H (2.09807, -1.50100, 1.30823)  0.05
H (1.19511, 2.17243, -2.26004)  0.12
H (-1.23331, -0.77811, 2.20301)  0.08
H (-1.15689, 1.79514, 2.48462)  0.12
H (-1.18185, 0.09452, -0.70800)  0.07
H (-2.71553, 0.06923, 1.57008)  0.17
H (0.83185, -2.52269, 0.91314)  0.10
H (-1.45472, -1.55308, -0.07158)  0.15
H (0.77275, 1.77812, -0.22579)  -0.02
H (1.21238, 0.09607, -3.06200)  0.16
H (-1.48321, 2.02185, 0.86971)  0.05
H (0.45615, -1.36877, 2.23426)  0.10

Calculated values
HOMO = -13.42 eV
Energy above the lowest of the compared OMol25 structures with the same formula, charge and spin = 357.87 kJ/mol
Charge = +1
Gap between HOMO and LUMO = 10.51 eV